ORCA calculation (wB97M-V/def2-TZVPD) on C16H11BF2N4NaO as an isolated structure.

Element x y z (Å)
C: -2.4075 -0.1813 1.6215
H: 5.4717 0.0713 -0.7425
C: 3.7397 0.0074 2.1796
C: 1.2227 -0.3567 3.8069
H: 2.1553 -0.2232 4.3449
C: -4.7608 0.1876 1.3388
H: -5.4091 0.2427 -0.7387
C: 2.4362 -0.1915 1.6360
N: 0.0275 -0.6661 1.6925
H: 5.8016 0.2545 1.7650
N: -2.2467 -0.2616 0.2961
N: -0.6966 2.6263 -1.3921
H: -3.1209 -0.1644 -1.5711
F: 0.2912 -3.0832 1.5054
H: -3.8180 0.0901 3.2452
Na: -0.0742 0.8659 -0.3986
F: -0.0323 -1.9540 -0.4156
C: -3.6860 0.0346 2.1738
C: -1.1661 -0.3160 3.7744
H: 0.0352 -0.3534 5.6033
C: 3.3625 -0.1814 -0.5002
H: -5.7418 0.3732 1.7594
C: -3.3165 -0.1088 -0.5060
N: 2.2787 -0.2791 0.2926
B: 0.0895 -1.8983 0.9113
C: 4.8138 0.1022 1.3441
C: 1.2630 -0.3786 2.4262
H: 3.8795 0.0785 3.2490
O: -2.0631 3.4742 0.3988
H: -2.0910 -0.1003 4.2981
H: 3.1725 -0.2617 -1.5670
C: 0.0410 -0.4228 4.5260
C: -4.5881 0.1160 -0.0474
C: -1.3778 3.0555 -0.5081
C: -1.1998 -0.3814 2.4261
C: 4.6439 0.0047 -0.0504

Results
- multiplicity = 1
- orbital gap (eV) = 5.03
- energy (eV) = -35312.64387
- net charge = -1
- relative energy (zero: lowest compared OMol25 entry of this formula, charge and spin) (kcal per mole) = 11.3
- LUMO energy (eV) = 2.44


ORCA calculation (wB97M-V/def2-TZVPD) on a 2-piece molecular cluster, C6H7Br2N4 overall.

Element x y z (Å)
N: -2.1733 2.0816 -0.8801
N: 2.4425 -1.7412 -0.8663
C: -1.0113 1.8264 -0.5549
C: 0.1776 -1.2903 -0.2570
H: -2.9389 1.5108 -1.1804
C: 0.1773 1.7317 -0.1377
Br: 3.8385 0.3887 0.7528
H: 2.0637 -2.6810 -1.0472
H: -0.1724 -2.1074 -0.7771
H: 3.3446 -1.4417 -1.0475
C: 1.4351 1.5186 0.2145
H: -4.7866 -1.0898 0.9616
H: -1.4440 0.4421 2.0270
Br: -4.8366 0.1830 0.4471
N: -1.1740 -0.3617 1.5732
N: 1.9373 0.2415 0.2129
H: 2.2451 2.3347 0.4387
C: 1.5429 -0.8554 -0.4407
C: -0.6675 -0.6906 0.5612

Results
- multiplicity = 1
- orbital gap (eV) = 7.21
- energy (eV) = -152368.69649
- net charge = +1
- relative energy (zero: lowest compared OMol25 entry of this formula, charge and spin) (kcal per mole) = 120.1
- LUMO energy (eV) = -5.17


ORCA calculation (wB97M-V/def2-TZVPD) on a 6-piece molecular cluster, C18H36Cl4O12 overall.

Element x y z (Å)
H: -0.9231 -1.2864 1.7766
Cl: -2.1284 -1.0175 -0.1650
H: 0.2694 2.8097 -7.0783
H: 1.4649 3.8976 -7.6953
H: 1.4307 -0.5420 3.5790
H: 2.1655 3.1656 -5.3530
H: 2.7390 -6.0348 2.2665
C: 0.8594 -7.0476 2.7554
H: -0.0662 4.4989 -6.9986
C: -3.9427 0.2980 3.2118
C: -5.2302 0.5716 2.4960
H: 4.5420 0.0944 1.2430
C: -0.6248 -1.3533 0.7407
H: -0.0203 0.8977 -2.0078
C: 0.2730 2.5220 -3.9414
O: 0.3628 3.7165 -4.4941
C: 5.3989 3.0471 -2.5858
O: 4.5805 0.8995 -1.2719
Cl: 0.5229 -3.0392 -2.1511
C: 4.0712 3.2259 -3.2848
H: 1.7297 4.9137 -5.3768
H: 0.0001 -4.5742 -0.5309
O: 0.9668 1.5769 -4.1726
H: -9.8884 1.9959 2.8833
O: 1.2590 -4.6857 2.8331
H: -5.7149 -0.3310 2.1183
O: -8.0562 2.0436 3.8675
H: -4.0653 -0.3389 4.0843
C: 3.9405 1.0060 1.2607
C: 0.7460 3.7772 -6.8827
H: 2.2822 -5.9987 3.9877
C: -0.9437 1.3349 -2.3705
C: 1.3756 3.8964 -5.5304
H: -9.7762 2.9782 4.3606
H: 5.8674 2.1040 -2.8777
H: -3.2531 -0.1723 2.5062
O: 4.5938 2.0862 0.6372
H: 2.9817 -1.2551 3.1368
H: -1.4459 0.6312 -3.0400
H: 6.0859 3.8470 -2.8471
O: 5.2627 3.0373 -1.1566
O: 1.3427 -2.5356 3.0683
Cl: 0.0941 -5.9260 -2.4407
H: 4.2594 3.3187 -4.3586
H: 3.5837 4.1505 -2.9708
H: 3.7127 1.2866 2.2867
C: 1.9047 -5.9672 2.9646
Cl: 0.5680 -0.0878 0.4328
C: 2.0300 -3.6663 3.1858
H: 2.3522 -1.6906 4.6513
H: -3.4547 1.2275 3.5070
H: 3.3988 2.3843 -3.1291
H: 0.4366 -7.0002 1.7595
O: -6.1151 1.2432 3.4145
C: -7.2068 1.7993 2.8903
O: 3.1385 -3.7583 3.6293
O: -7.3913 2.0654 1.7330
H: -5.0759 1.2276 1.6366
O: -0.7120 2.5544 -3.0706
H: 1.6787 -4.8442 -1.0923
H: 0.1010 -6.9826 3.5311
C: 0.6612 -4.6275 -1.3849
C: 2.0237 -1.4417 3.6404
C: 4.7881 1.9116 -0.6665
H: -9.0568 3.5413 2.8278
H: -0.2205 -2.3137 0.4692
H: 2.9809 0.7591 0.7965
H: -1.6111 1.5176 -1.5368
H: 1.3539 -8.0167 2.8342
C: -9.2567 2.6750 3.4593

Results
- multiplicity = 1
- orbital gap (eV) = 11.04
- energy (eV) = -93910.15487
- net charge = 0
- relative energy (zero: lowest compared OMol25 entry of this formula, charge and spin) (kcal per mole) = 1.3
- SMILES = CCOC(=O)OC.CCOC(=O)OC.CCOC(=O)OC.CCOC(=O)OC.ClCCl.ClCCl
- LUMO energy (eV) = 0.37